Record 1
Computed, not measured: a structure of composition C6H7BrCl18FNO2S, with wB97M-V/def2-TZVPD.

Geometry as XYZ:
```
37
Properties=species:S:1:pos:R:3:forces:R:3:mulliken_charge:R:1
O 0.8400 0.8882 2.3051 0.1 -0.5 -0.2 -0.521
S 0.0614 1.3715 1.2252 0.4 0.6 1.0 1.195
O 0.0289 2.7652 0.9754 -0.3 0.0 -0.5 -0.614
F 0.6080 0.6575 -0.0484 -0.3 -0.1 0.0 -0.132
N -1.4332 0.7907 1.3217 0.1 0.1 0.0 -0.283
Br -2.9160 1.8231 1.0140 0.1 0.3 -0.1 0.093
H -1.5584 -0.2108 1.3798 -0.1 0.0 0.1 0.281
C 2.9237 -2.0951 1.4072 0.0 0.1 0.0 0.124
Cl 3.5761 -2.8679 2.8465 0.0 0.0 0.0 -0.123
Cl 3.5746 -2.8289 -0.0644 0.0 0.0 0.0 -0.148
Cl 1.1630 -2.1574 1.4007 -0.1 -0.3 0.0 -0.104
H 3.2186 -1.0533 1.4182 0.0 0.0 0.0 0.244
C -5.0061 -2.1780 1.1061 0.2 0.0 0.2 0.293
Cl -4.3261 -3.7034 1.6633 0.0 0.0 0.0 -0.124
Cl -5.6762 -1.2589 2.4482 0.1 0.0 0.0 -0.098
Cl -3.7893 -1.2210 0.2465 -0.1 -0.4 -0.2 -0.150
H -5.8029 -2.3984 0.4110 0.0 0.0 0.0 0.054
C 2.3006 3.7063 -1.3533 0.0 0.0 0.0 0.382
Cl 1.6159 4.4468 -2.7972 -0.1 -0.1 0.1 -0.128
Cl 2.5902 1.9835 -1.6079 0.2 0.2 -0.2 -0.135
Cl 3.7918 4.5240 -0.8714 0.0 0.0 0.0 -0.150
H 1.5855 3.8084 -0.5468 0.0 0.0 0.0 0.024
C -9.5581 -2.9186 1.9081 0.0 0.0 0.1 0.037
Cl -8.9946 -2.0615 3.3377 -0.1 0.0 0.0 -0.110
Cl -8.4068 -2.7592 0.5730 -0.1 0.0 -0.1 -0.109
Cl -9.8598 -4.6155 2.2657 0.0 0.0 0.0 -0.116
H -10.4893 -2.4689 1.5905 0.0 0.0 0.0 0.310
C 6.3931 -5.3102 0.5508 0.0 0.0 0.0 0.408
Cl 6.9913 -4.3211 1.8801 0.0 0.0 0.0 -0.114
Cl 7.4933 -5.2497 -0.8267 0.0 0.0 0.0 -0.128
Cl 6.1290 -6.9745 1.0725 0.0 0.0 0.0 -0.126
H 5.4410 -4.9027 0.2384 0.0 0.0 0.0 -0.039
C 3.5736 7.4408 -5.3062 0.0 0.0 0.0 -0.018
Cl 1.9483 8.1291 -5.3624 0.0 0.0 0.0 -0.124
Cl 3.8840 6.6987 -3.7405 0.1 0.1 -0.1 -0.047
Cl 3.8035 6.2753 -6.6112 0.0 0.0 0.0 -0.122
H 4.2815 8.2460 -5.4494 0.0 0.0 0.0 0.320
```
Positions in Å, forces in eV/Å.

Results
E_HOMO ... -0.3887 Eh

Record 2
Computed, not measured: a structure of composition C25H38BN8OPdS2, with wB97M-V/def2-TZVPD.

Geometry as XYZ:
```
76
Properties=species:S:1:pos:R:3:forces:R:3:mulliken_charge:R:1
Pd 1.0451 -0.5618 -1.4394 0.1 0.0 0.1 -0.077
C 0.8055 -3.9560 -2.0272 0.0 0.0 0.0 -1.439
C -0.3083 -3.4992 -1.1446 0.1 0.1 0.0 -0.189
C -1.4410 -4.2080 -0.6974 0.0 0.0 0.0 -1.161
C -2.1068 -3.3318 0.1348 0.0 -0.1 0.0 0.878
C -3.3520 -3.5748 0.9265 0.1 0.0 0.0 -1.456
N -1.4113 -2.1717 0.1479 -0.1 -0.1 0.0 0.834
N -0.3111 -2.2758 -0.6315 0.0 -0.2 0.0 0.461
B -1.7137 -0.9677 1.0589 0.1 0.1 0.0 -0.498
N -0.7548 -0.9596 2.2710 0.1 0.0 0.1 0.813
N 0.5842 -1.1243 2.1242 -0.2 0.0 -0.1 -0.652
C 1.1016 -1.1030 3.3374 0.0 0.0 0.0 0.764
C 2.5757 -1.2666 3.5328 -0.1 0.0 0.0 -1.338
C 0.0943 -0.9194 4.3072 0.0 0.0 0.0 -1.319
C -1.0771 -0.8364 3.5832 0.1 0.0 0.0 0.862
C -2.4678 -0.6595 4.1020 0.0 0.0 0.0 -1.230
N -1.7072 0.3815 0.2904 0.0 0.1 0.0 0.266
N -0.6532 0.8069 -0.4440 0.1 0.0 -0.1 1.414
C -0.9241 2.0384 -0.8464 0.1 0.0 -0.1 -0.065
C 0.0212 2.7689 -1.7467 0.0 0.0 0.1 -1.517
C -2.1855 2.4352 -0.3687 -0.1 0.0 0.0 -1.572
C -2.6527 1.3509 0.3483 0.0 0.0 0.0 1.072
C -3.9622 1.2121 1.0574 0.0 0.0 0.0 -1.370
H 0.4330 -4.4375 -2.9328 0.0 0.0 0.0 0.319
H 1.4396 -4.6737 -1.4991 0.0 0.0 0.0 0.324
H 1.4099 -3.0935 -2.3093 0.0 0.0 0.0 0.081
H -1.7175 -5.2263 -0.9210 0.0 0.0 0.0 0.422
H -3.7101 -4.5834 0.7201 0.0 0.0 0.0 0.380
H -4.1424 -2.8649 0.6763 0.0 0.0 0.0 0.216
H -3.1654 -3.4865 1.9983 0.0 0.0 0.0 0.250
H -2.8291 -1.0988 1.4763 -0.1 0.0 0.0 -0.205
H 3.0156 -1.6856 2.6297 0.0 0.0 0.0 0.274
H 2.7874 -1.9362 4.3689 0.0 0.0 0.0 0.390
H 3.0637 -0.3109 3.7411 0.0 0.0 0.0 0.212
H 0.1986 -0.8701 5.3798 0.0 0.0 0.0 0.438
H -2.4556 -0.7570 5.1874 0.0 0.0 0.0 0.345
H -3.1514 -1.4044 3.6929 0.0 0.0 0.0 0.231
H -2.8708 0.3252 3.8595 0.0 0.0 0.0 0.121
H 0.5963 2.0438 -2.3270 0.0 0.0 0.0 0.203
H 0.7291 3.3767 -1.1791 0.0 0.0 0.0 0.181
H -0.5201 3.4349 -2.4234 0.0 0.0 0.0 0.402
H -2.6926 3.3740 -0.5263 0.0 0.0 0.0 0.449
H -4.5647 2.0993 0.8626 0.0 0.0 0.0 0.414
H -3.8362 1.1146 2.1351 0.0 0.0 0.0 0.090
H -4.5152 0.3353 0.7166 0.0 0.0 0.0 0.172
C 3.9134 5.7282 -0.0289 0.0 0.0 0.0 -1.491
C 3.7644 4.2701 -0.3774 0.0 0.0 0.0 1.065
C 3.1406 3.3862 0.5017 0.0 0.0 0.0 -0.954
C 2.9619 2.0539 0.1679 -0.1 -0.1 0.0 -0.236
C 3.4286 1.5769 -1.0495 0.0 -0.1 0.0 0.018
C 4.0489 2.4408 -1.9364 0.0 -0.1 0.0 -0.587
C 4.2114 3.7789 -1.5986 0.0 0.0 0.0 -0.581
S 3.1387 -0.1508 -1.5541 0.0 0.3 0.0 1.216
C 4.1296 -0.8700 -0.2170 0.0 0.0 -0.1 -0.784
O 4.0018 -0.3145 -2.7606 0.1 0.0 0.0 -0.871
H 3.8629 5.8797 1.0498 0.0 0.0 0.0 0.366
H 3.1162 6.3216 -0.4836 0.0 0.0 0.0 0.277
H 4.8646 6.1254 -0.3861 0.0 0.0 0.0 0.380
H 2.7767 3.7538 1.4556 0.0 0.0 0.0 0.309
H 2.4246 1.3846 0.8331 0.0 0.0 0.0 0.060
H 4.3959 2.0375 -2.8799 0.0 0.0 0.0 0.467
H 4.6958 4.4543 -2.2967 0.0 0.0 0.0 0.354
H 5.1492 -0.4908 -0.2987 0.0 0.0 0.0 0.413
H 4.1000 -1.9484 -0.3673 0.0 0.0 0.0 0.378
H 3.6758 -0.6248 0.7411 0.0 0.0 0.0 -0.082
C -3.6875 -1.3883 -2.1110 0.0 0.0 0.0 -1.227
N -2.4107 -1.5926 -2.7561 -0.1 0.0 0.1 -0.026
C -1.6589 -0.6019 -3.2640 0.0 0.0 -0.1 0.417
N -2.2481 0.6345 -3.3012 -0.1 0.1 0.1 -0.541
S -0.1234 -0.8523 -3.8788 0.0 0.0 0.0 -0.344
H -4.1115 -2.3618 -1.8719 0.0 0.0 0.0 0.401
H -4.3734 -0.8625 -2.7776 0.0 0.0 0.0 0.355
H -3.5948 -0.8285 -1.1739 0.0 0.0 0.0 0.287
H -1.9091 -2.4428 -2.5437 0.0 0.0 0.0 0.223
H -2.8010 0.8978 -2.4930 0.0 -0.1 0.0 0.250
H -1.5836 1.3526 -3.5458 0.0 0.0 0.0 0.299
```
Positions in Å, forces in eV/Å.

Results
E_HOMO ... -0.1217 Eh
Total charge ... -1

Record 3
Computed, not measured: the molecule C6H8Se, with wB97M-V/def2-TZVPD.

Geometry as XYZ:
```
15
Properties=species:S:1:pos:R:3:forces:R:3:mulliken_charge:R:1
C 2.3380 0.9057 1.1474 -3.6 -1.2 -1.5 -0.841
Se 1.9182 -0.1269 -0.4949 -1.1 -0.4 0.0 0.061
C -0.0130 -0.6439 0.1494 2.0 -1.3 -1.1 0.194
C -0.8034 0.5638 0.2413 0.2 0.9 0.0 -0.374
C -1.7838 0.4774 -0.6678 -1.5 1.3 1.2 -0.548
C -1.8202 -0.7887 -1.3306 2.9 -0.9 0.6 -0.291
C -0.6854 -1.4811 -0.9354 -2.6 3.5 0.8 -1.075
H 2.1870 0.0831 1.8353 0.8 0.9 0.9 0.268
H 3.1737 1.4681 0.9521 2.6 0.5 0.2 0.405
H 1.5390 1.6518 1.1120 0.0 -0.3 0.8 0.179
H 0.1502 -1.1787 1.0874 0.0 0.0 -0.1 0.378
H -0.5111 1.4076 0.8844 -0.6 -0.5 -0.4 0.327
H -2.5771 1.2062 -0.6986 0.0 0.3 -0.5 0.389
H -2.5344 -1.0940 -2.0594 -0.4 -0.2 -0.3 0.451
H -0.5777 -2.4503 -1.2228 1.1 -2.6 -0.5 0.478
```
Positions in Å, forces in eV/Å.

Results
E_HOMO ... -0.3010 Eh

Calculated M in order - 894.2 648.0 159.1 Da
Calculated electronic energy in order - -11793.50000 -2438.01290 -2634.76791 Ha